[1]
The following is a quantum chemistry calculation of 4 unconnected molecules or ions with the total composition C2H10O2S, from OMol25.

As for the orbital gap (spin up / spin down): 8.43 / 6.22 eV. The energy relative to the best compared isomer or geometry (same formula, charge and spin) is 536.6 kJ/mol. Its HOMO energy (spin up / spin down) is -15.0 / -15.0 eV. As for the total charge: +1. Its multiplicity is 2. The expectation value of S² is 1.757. The total energy comes out at -17151.8605 eV. The value obtained for the LUMO energy (spin up / spin down) is -6.55 / -8.79 eV.

Each atom is followed by the atoms it is bonded to, with distances in Å.
Atoms and positions in Å:
1 C -0.11 -1.42 0.83  S2 1.759, H4 1.101, H5 1.091, H6 1.084
2 S 0.10 -1.39 -0.92  C1 1.759, C3 1.717
3 C 1.13 -0.05 -1.23  S2 1.717, H8 1.089, H9 1.086
4 H -1.15 -1.27 1.14  C1 1.101
5 H 0.04 -2.47 1.10  C1 1.091
6 H 0.48 -0.68 1.36  C1 1.084
7 H 0.83 0.36 -3.79  H13 0.743
8 H 2.17 -0.30 -1.42  C3 1.089
9 H 0.83 0.97 -1.47  C3 1.086
10 H -0.74 1.14 -0.03  O12 0.961
11 H -0.97 1.36 1.44  O12 0.980
12 O -1.21 1.73 0.57  H10 0.961, H11 0.980
13 H 0.47 0.62 -4.38  H7 0.743
14 H -1.16 0.92 3.79  O15 0.980
15 O -0.72 0.50 3.02  H14 0.980

=====

[2]
The following is a quantum chemistry calculation of 4 unconnected molecules or ions with the total composition C2H10O2S2, from OMol25.

As for the orbital gap: 5.10 eV. The energy relative to the best compared isomer or geometry (same formula, charge and spin) is 474.8 kJ/mol. Its HOMO energy is -9.2 eV. As for the total charge: 0. The total energy comes out at -27997.1984 eV. The value obtained for the LUMO energy is -4.06 eV.

Each atom is followed by the atoms it is bonded to, with distances in Å.
Atoms and positions in Å:
1 C 0.74 -1.81 0.06  S2 1.775, H5 1.092, H6 1.076, H7 1.080
2 S 1.57 -0.36 0.64  C1 1.775
3 S -0.81 1.65 -0.64  C4 1.782
4 C 0.82 1.86 -1.31  S3 1.782, H8 1.106, H9 1.069, H10 1.078
5 H 1.45 -2.61 -0.16  C1 1.092
6 H 0.16 -2.20 0.88  C1 1.076
7 H 0.13 -1.56 -0.79  C1 1.080
8 H 1.51 1.01 -1.10  C4 1.106
9 H 0.71 1.93 -2.37  C4 1.069
10 H 1.32 2.71 -0.89  C4 1.078
11 H -0.60 1.08 1.62  O13 0.965
12 H 0.43 0.26 2.16  O13 0.962
13 O -0.39 0.65 2.46  H11 0.965, H12 0.962
14 H -3.04 -1.27 -0.15  O16 0.970
15 H -1.92 -0.20 -0.30  O16 0.982
16 O -2.08 -1.14 -0.09  H14 0.970, H15 0.982

=====

[3]
The following is a quantum chemistry calculation of 2 unconnected molecules or ions with the total composition C2H10O2Si2, from OMol25.

As for the orbital gap: 10.03 eV. The energy relative to the best compared isomer or geometry (same formula, charge and spin) is 357.0 kJ/mol. Its HOMO energy is -10.1 eV. As for the total charge: 0. The total energy comes out at -22086.6685 eV. The value obtained for the LUMO energy is -0.02 eV. As for the SMILES: C[SiH2]O.C[SiH]=O.

Each atom is followed by the atoms it is bonded to, with distances in Å.
Atoms and positions in Å:
1 C 0.90 -0.19 1.61  Si5 1.926, H7 1.112, H8 1.098, H9 1.197
2 C -2.35 -0.46 -0.16  Si6 1.862, H10 1.143, H11 1.111, H12 1.075
3 O 1.55 -0.69 -1.31  Si5 1.618, H13 0.962
4 O -0.10 1.53 -0.93  Si6 1.495
5 Si 2.00 0.06 0.05  C1 1.926, O3 1.618, H14 1.445, H15 1.515
6 Si -1.42 0.86 -1.10  C2 1.862, O4 1.495, H16 1.499
7 H -0.05 0.35 1.80  C1 1.112
8 H 0.80 -1.26 1.85  C1 1.098
9 H 1.55 0.42 2.41  C1 1.197
10 H -3.33 -0.73 -0.67  C2 1.143
11 H -1.69 -1.35 -0.24  C2 1.111
12 H -2.60 -0.40 0.89  C2 1.075
13 H 1.39 -0.37 -2.20  O3 0.962
14 H 3.22 -0.49 0.60  Si5 1.445
15 H 2.38 1.48 -0.32  Si5 1.515
16 H -2.25 1.24 -2.28  Si6 1.499

=====

[4]
The following is a quantum chemistry calculation of 3 unconnected molecules or ions with the total composition C2H10O3, from OMol25.

As for the orbital gap: 10.30 eV. The energy relative to the best compared isomer or geometry (same formula, charge and spin) is 107.9 kJ/mol. Its HOMO energy is -9.9 eV. As for the total charge: 0. The total energy comes out at -8377.4344 eV. The value obtained for the LUMO energy is 0.43 eV. As for the SMILES: CCO.O.O.

Each atom is followed by the atoms it is bonded to, with distances in Å.
Atoms and positions in Å:
1 O 1.03 0.03 2.85  H2 0.957, H3 0.957
2 H 0.97 -0.88 3.16  O1 0.957
3 H 0.93 0.56 3.65  O1 0.957
4 O 1.20 1.12 0.61  H5 0.957, H6 0.957
5 H 1.52 0.83 1.47  O4 0.957
6 H 0.26 0.96 0.64  O4 0.957
7 C -0.03 -0.63 -0.66  C8 1.576, H10 1.090, H11 1.090, H12 1.090
8 C -0.74 0.17 -1.82  C7 1.576, O9 1.406, H13 1.090, H14 1.090
9 O -2.12 -0.05 -1.67  C8 1.406, H15 0.960
10 H -0.46 -0.55 0.34  C7 1.090
11 H 1.05 -0.50 -0.59  C7 1.090
12 H -0.20 -1.65 -0.97  C7 1.090
13 H -0.38 -0.24 -2.76  C8 1.090
14 H -0.60 1.25 -1.78  C8 1.090
15 H -2.44 -0.44 -2.48  O9 0.960

=====

[5]
The following is a quantum chemistry calculation of 4 unconnected molecules or ions with the total composition C2H10O3, from OMol25.

As for the orbital gap: 10.41 eV. The energy relative to the best compared isomer or geometry (same formula, charge and spin) is 163.6 kJ/mol. Its HOMO energy is -9.9 eV. As for the total charge: 0. The total energy comes out at -8376.8565 eV. The value obtained for the LUMO energy is 0.49 eV. As for the SMILES: C=C.O.O.O.

Each atom is followed by the atoms it is bonded to, with distances in Å.
Atoms and positions in Å:
1 C -2.46 -1.52 0.24  C2 1.342, H3 1.131, H4 1.070
2 C -1.90 -0.58 -0.53  C1 1.342, H5 1.111, H6 1.146
3 H -2.24 -1.53 1.35  C1 1.131
4 H -3.14 -2.26 -0.14  C1 1.070
5 H -0.87 -0.21 -0.31  C2 1.111
6 H -2.35 -0.25 -1.53  C2 1.146
7 H 2.25 -0.56 0.76  O9 0.977
8 H 3.28 -1.48 1.42  O9 0.986
9 O 2.59 -1.48 0.71  H7 0.977, H8 0.986
10 H 1.59 2.73 -2.92  O12 0.973
11 H 2.25 1.40 -2.61  O12 1.005
12 O 2.48 2.36 -2.78  H10 0.973, H11 1.005
13 H -0.44 1.48 2.83  O15 1.025
14 H -0.91 0.86 1.52  O15 0.930
15 O -0.12 1.01 1.98  H13 1.025, H14 0.930

=====

[6]
The following is a quantum chemistry calculation of 4 unconnected molecules or ions with the total composition C2H10O5, from OMol25.

As for the orbital gap: 10.62 eV. The energy relative to the best compared isomer or geometry (same formula, charge and spin) is 90.7 kJ/mol. Its HOMO energy is -10.5 eV. As for the total charge: 0. The total energy comes out at -12473.8992 eV. The value obtained for the LUMO energy is 0.09 eV. As for the SMILES: CC(=O)O.O.O.O.

Each atom is followed by the atoms it is bonded to, with distances in Å.
Atoms and positions in Å:
1 O -1.05 0.03 1.65  C2 1.210
2 C -1.38 0.60 0.63  O1 1.210, O3 1.347, C4 1.477
3 O -0.59 1.49 0.00  C2 1.347, H5 0.975
4 C -2.72 0.53 0.02  C2 1.477, H6 1.075, H7 1.093, H8 1.143
5 H 0.31 1.64 0.36  O3 0.975
6 H -3.45 0.45 0.81  C4 1.075
7 H -2.82 -0.20 -0.78  C4 1.093
8 H -2.78 1.48 -0.61  C4 1.143
9 H 2.59 -1.91 -1.49  O11 0.956
10 H 3.00 -0.38 -1.25  O11 0.953
11 O 3.23 -1.22 -1.64  H9 0.956, H10 0.953
12 H -0.67 -1.61 -0.03  O14 0.965
13 H 0.17 -2.16 -1.16  O14 0.963
14 O -0.75 -2.04 -0.89  H12 0.965, H13 0.963
15 H 2.05 1.01 1.58  O17 0.961
16 H 2.87 1.39 0.28  O17 0.960
17 O 2.09 0.95 0.63  H15 0.961, H16 0.960

=====

[7]
The following is a quantum chemistry calculation of 2 unconnected molecules or ions with the total composition C2H10OSi2, from OMol25.

As for the orbital gap: 8.11 eV. The energy relative to the best compared isomer or geometry (same formula, charge and spin) is 120.6 kJ/mol. Its HOMO energy is -7.4 eV. As for the total charge: 0. The total energy comes out at -20037.5101 eV. The value obtained for the LUMO energy is 0.69 eV.

Each atom is followed by the atoms it is bonded to, with distances in Å.
Atoms and positions in Å:
1 C -1.06 -0.61 2.11  Si5 1.910, H6 1.066, H7 1.076, H8 1.122
2 C 0.76 1.54 0.55  Si5 1.909, H9 1.070, H10 1.090, H11 1.064
3 O 1.79 -0.86 -2.57  Si4 1.692, H12 0.922
4 Si 0.19 -1.15 -2.13  O3 1.692, H13 1.413, H14 1.404
5 Si -0.72 0.34 0.49  C1 1.910, C2 1.909, H15 1.498
6 H -0.35 -1.24 2.60  C1 1.066
7 H -1.32 0.05 2.93  C1 1.076
8 H -2.02 -1.19 2.09  C1 1.122
9 H 1.14 1.74 -0.43  C2 1.070
10 H 0.51 2.52 0.95  C2 1.090
11 H 1.47 1.12 1.22  C2 1.064
12 H 1.94 0.04 -2.65  O3 0.922
13 H 0.26 -2.55 -1.98  Si4 1.413
14 H -0.54 -0.40 -3.06  Si4 1.404
15 H -2.05 0.65 -0.13  Si5 1.498

=====

[8]
The following is a quantum chemistry calculation of 2 unconnected molecules or ions with the total composition C2H11N10, from OMol25.

As for the orbital gap (spin up / spin down): 6.92 / 7.41 eV. The energy relative to the best compared isomer or geometry (same formula, charge and spin) is 99.1 kJ/mol. Its HOMO energy (spin up / spin down) is -12.0 / -12.2 eV. As for the total charge: +1. The total energy comes out at -17141.3964 eV. The value obtained for the LUMO energy (spin up / spin down) is -5.03 / -4.76 eV.

Each atom is followed by the atoms it is bonded to, with distances in Å.
Atoms and positions in Å:
1 C 0.47 1.05 2.18  N3 1.302, N6 1.381, N11 1.374
2 C 0.90 0.13 -1.26  N7 1.347, N8 1.337, N12 1.338
3 N 0.78 2.31 2.24  C1 1.302, H13 1.098
4 N -1.77 -0.99 -2.10  N5 1.269, H14 1.041
5 N -1.81 -0.71 -0.86  N4 1.269, N9 1.322
6 N 0.11 0.38 3.33  C1 1.381, H15 1.017, H16 1.026
7 N 0.40 0.72 -2.36  C2 1.347, H17 0.965, H18 1.027
8 N 1.61 -0.99 -1.40  C2 1.337, H19 0.990, H20 0.999
9 N -1.02 -1.52 -0.17  N5 1.322, N10 1.249, H21 1.029
10 N -0.82 -1.39 1.06  N9 1.249, H22 1.007
11 N 0.66 0.19 1.12  C1 1.374, N12 1.330
12 N 0.52 0.69 -0.11  C2 1.338, N11 1.330, H23 1.086
13 H 0.90 2.86 1.30  N3 1.098
14 H -2.41 -0.28 -2.52  N4 1.041
15 H 0.10 1.01 4.13  N6 1.017
16 H 0.06 -0.63 3.18  N6 1.026
17 H 0.45 0.32 -3.24  N7 0.965
18 H -0.06 1.63 -2.31  N7 1.027
19 H 1.58 -1.57 -2.20  N8 0.990
20 H 1.41 -1.67 -0.69  N8 0.999
21 H -0.37 -2.20 -0.58  N9 1.029
22 H -1.52 -0.84 1.53  N10 1.007
23 H -0.18 1.51 -0.28  N12 1.086

=====

[9]
The following is a quantum chemistry calculation of 2 unconnected molecules or ions with the total composition C2H11N2O, from OMol25.

As for the orbital gap (spin up / spin down): 3.74 / 10.51 eV. The energy relative to the best compared isomer or geometry (same formula, charge and spin) is 66.7 kJ/mol. Its HOMO energy (spin up / spin down) is -3.1 / -10.0 eV. As for the total charge: 0. Its multiplicity is 2. The expectation value of S² is 0.751. The total energy comes out at -7276.3243 eV. The value obtained for the LUMO energy (spin up / spin down) is 0.68 / 0.50 eV.

Each atom is followed by the atoms it is bonded to, with distances in Å.
Atoms and positions in Å:
1 C 1.68 1.66 -0.08  N2 1.515, H3 1.097, H4 1.081, H5 1.084
2 N 1.68 0.24 -0.61  C1 1.515, H6 1.048, H7 1.045, H8 1.052
3 H 0.64 1.93 0.09  C1 1.097
4 H 2.15 1.61 0.89  C1 1.081
5 H 1.97 2.32 -0.89  C1 1.084
6 H 2.57 -0.18 -0.26  N2 1.048
7 H 1.72 0.18 -1.65  N2 1.045
8 H 0.86 -0.35 -0.32  N2 1.052
9 N -0.42 -1.55 0.36  C10 1.434, H12 1.008, H13 1.003
10 C -1.51 -0.77 -0.18  N9 1.434, O11 1.413, H14 1.098, H15 1.099
11 O -1.63 0.38 0.64  C10 1.413, H16 0.953
12 H -0.56 -1.73 1.34  N9 1.008
13 H -0.15 -2.35 -0.18  N9 1.003
14 H -1.40 -0.42 -1.21  C10 1.098
15 H -2.42 -1.37 -0.24  C10 1.099
16 H -2.53 0.70 0.62  O11 0.953

=====

[10]
The following is a quantum chemistry calculation of 2 unconnected molecules or ions with the total composition C2H11N2O, from OMol25.

As for the orbital gap: 11.07 eV. The energy relative to the best compared isomer or geometry (same formula, charge and spin) is 87.0 kJ/mol. Its HOMO energy is -14.2 eV. As for the total charge: +1. The total energy comes out at -7273.3741 eV. The value obtained for the LUMO energy is -3.11 eV.

Each atom is followed by the atoms it is bonded to, with distances in Å.
Atoms and positions in Å:
1 C -0.12 -2.27 0.58  N2 1.476, H3 1.088, H4 1.105, H5 1.081
2 N -0.91 -1.25 -0.13  C1 1.476, H6 1.021, H7 1.021, H8 1.022
3 H -0.66 -2.80 1.36  C1 1.088
4 H 0.11 -3.13 -0.08  C1 1.105
5 H 0.84 -1.86 0.84  C1 1.081
6 H -1.50 -0.81 0.59  N2 1.021
7 H -1.60 -1.53 -0.83  N2 1.021
8 H -0.26 -0.58 -0.54  N2 1.022
9 N 0.29 1.10 -1.36  C10 1.464, H12 1.012, H13 1.012
10 C 0.36 1.80 -0.07  N9 1.464, O11 1.454, H14 1.092, H15 1.074
11 O 0.46 0.78 0.96  C10 1.454, H16 0.981
12 H 0.11 1.82 -2.05  N9 1.012
13 H 1.15 0.60 -1.47  N9 1.012
14 H 1.22 2.47 -0.05  C10 1.092
15 H -0.56 2.31 0.14  C10 1.074
16 H 0.75 1.24 1.77  O11 0.981

=====

Copy entry 10 word for word.
The following is a quantum chemistry calculation of 2 unconnected molecules or ions with the total composition C2H11N2O, from OMol25.

As for the orbital gap: 11.07 eV. The energy relative to the best compared isomer or geometry (same formula, charge and spin) is 87.0 kJ/mol. Its HOMO energy is -14.2 eV. As for the total charge: +1. The total energy comes out at -7273.3741 eV. The value obtained for the LUMO energy is -3.11 eV.

Each atom is followed by the atoms it is bonded to, with distances in Å.
Atoms and positions in Å:
1 C -0.12 -2.27 0.58  N2 1.476, H3 1.088, H4 1.105, H5 1.081
2 N -0.91 -1.25 -0.13  C1 1.476, H6 1.021, H7 1.021, H8 1.022
3 H -0.66 -2.80 1.36  C1 1.088
4 H 0.11 -3.13 -0.08  C1 1.105
5 H 0.84 -1.86 0.84  C1 1.081
6 H -1.50 -0.81 0.59  N2 1.021
7 H -1.60 -1.53 -0.83  N2 1.021
8 H -0.26 -0.58 -0.54  N2 1.022
9 N 0.29 1.10 -1.36  C10 1.464, H12 1.012, H13 1.012
10 C 0.36 1.80 -0.07  N9 1.464, O11 1.454, H14 1.092, H15 1.074
11 O 0.46 0.78 0.96  C10 1.454, H16 0.981
12 H 0.11 1.82 -2.05  N9 1.012
13 H 1.15 0.60 -1.47  N9 1.012
14 H 1.22 2.47 -0.05  C10 1.092
15 H -0.56 2.31 0.14  C10 1.074
16 H 0.75 1.24 1.77  O11 0.981